Entry 1:
{
  "formula": "C5H8N2",
  "method": "the ωB97M-V functional and the def2-TZVPD basis",
  "symbols": ["C", "N", "C", "C", "C", "C", "N", "H", "H", "H", "H", "H", "H", "H", "H"],
  "xyz": [[0.786, -1.417, -1.964], [0.050, -0.786, -0.895], [0.179, 0.499, -0.490], [-0.407, 0.597, 0.750], [-0.337, 1.755, 1.695], [-0.908, -0.705, 0.981], [-0.618, -1.535, -0.010], [0.234, -1.333, -2.901], [0.934, -2.464, -1.695], [1.769, -0.941, -2.047], [0.666, 1.239, -1.114], [-1.320, 2.071, 2.057], [0.147, 2.615, 1.221], [0.267, 1.482, 2.568], [-1.442, -1.079, 1.845]],
  "forces_ev_per_a": [[0.0, 0.0, -0.1], [0.1, 0.1, 0.1], [0.1, -0.1, 0.1], [0.0, -0.1, 0.0], [-0.1, 0.1, 0.1], [0.0, 0.0, 0.2], [0.1, 0.2, 0.1], [0.2, -0.1, -0.1], [-0.1, 0.1, -0.1], [-0.2, -0.1, -0.1], [0.0, -0.2, 0.2], [0.1, 0.0, -0.1], [-0.1, -0.1, 0.1], [-0.1, 0.1, -0.1], [0.0, 0.1, -0.1]],
  "total_charge": 0,
  "smiles": "Cc1cnn(C)c1",
  "homo_energy_ev": -8.8330,
  "total_energy_ha": -304.81129,
  "de_lowest_kcal_mol": 15.19,
  "gap_ev": 9.84,
  "e_lumo_ev": 1.0
}

---

Entry 2:
{
  "formula": "C5H8N2",
  "method": "the ωB97M-V functional and the def2-TZVPD basis",
  "symbols": ["C", "N", "C", "C", "C", "C", "N", "H", "H", "H", "H", "H", "H", "H", "H"],
  "xyz": [[-0.934, 0.945, -1.421], [-0.479, 0.217, -0.340], [-1.221, -0.171, 0.881], [-0.159, -0.752, 1.779], [1.005, -0.742, 1.108], [0.789, -0.161, -0.197], [1.646, -0.098, -1.267], [-0.333, 1.817, -1.669], [-1.964, 0.858, -1.731], [-1.704, 0.722, 1.281], [-1.999, -0.911, 0.648], [-0.350, -1.184, 2.756], [1.964, -1.138, 1.423], [1.140, 0.297, -2.061], [2.566, 0.289, -1.123]],
  "forces_ev_per_a": [[0.0, 0.0, -0.2], [0.4, -0.2, 0.3], [0.0, 0.1, 0.0], [0.1, -0.1, -0.2], [0.0, -0.1, 0.1], [-0.2, 0.1, 0.0], [-0.1, 0.2, 0.2], [-0.2, -0.2, -0.1], [0.0, 0.1, 0.3], [0.1, -0.1, -0.1], [0.1, 0.1, 0.0], [0.0, 0.1, -0.3], [-0.2, 0.0, 0.0], [0.2, -0.1, 0.0], [-0.1, 0.0, 0.0]],
  "total_charge": 0,
  "homo_energy_ev": [-5.8347, -5.8335],
  "total_energy_ha": -304.73232,
  "de_lowest_kcal_mol": 64.74,
  "gap_ev": [6.64, 6.64],
  "e_lumo_ev": [0.8, 0.8]
}

---

Entry 3:
{
  "formula": "C5H8N2",
  "method": "the ωB97M-V functional and the def2-TZVPD basis",
  "symbols": ["C", "C", "C", "N", "C", "N", "C", "H", "H", "H", "H", "H", "H", "H", "H"],
  "xyz": [[0.082, 2.114, 1.435], [0.139, 0.740, 0.808], [0.665, -0.342, 1.401], [0.676, -1.208, 0.287], [-0.037, -0.170, -0.425], [-0.424, -1.754, -2.104], [-0.562, -0.402, -1.634], [0.709, 2.873, 0.953], [-0.920, 2.540, 1.561], [0.488, 1.994, 2.452], [1.085, -0.546, 2.379], [0.244, -2.123, 0.331], [-1.306, -2.198, -2.330], [0.228, -1.876, -2.870], [-1.068, 0.354, -2.243]],
  "forces_ev_per_a": [[-0.1, 0.0, -0.1], [0.1, -0.2, 0.2], [0.1, 0.0, 0.3], [0.1, -0.2, 0.0], [-0.1, 0.1, -0.2], [-0.1, 0.0, -0.1], [0.1, 0.3, 0.4], [-0.1, -0.2, -0.2], [0.1, -0.2, -0.3], [-0.1, 0.0, -0.3], [-0.1, 0.0, 0.0], [-0.1, 0.1, 0.0], [0.1, 0.2, -0.1], [-0.1, 0.2, 0.0], [0.1, -0.2, 0.3]],
  "total_charge": 0,
  "homo_energy_ev": -8.1356,
  "total_energy_ha": -304.73065,
  "de_lowest_kcal_mol": 65.79,
  "gap_ev": 9.23,
  "e_lumo_ev": 1.1
}

---

Entry 4:
{
  "formula": "C5H8N2",
  "method": "the ωB97M-V functional and the def2-TZVPD basis",
  "symbols": ["C", "N", "C", "C", "C", "C", "N", "H", "H", "H", "H", "H", "H", "H", "H"],
  "xyz": [[0.543, 1.970, 0.117], [-0.805, 1.490, 0.346], [-1.255, 0.191, -0.056], [-0.209, -0.904, 0.007], [0.304, -1.885, -0.997], [0.025, -0.558, 1.274], [-1.046, 0.466, 1.375], [1.319, 1.194, 0.144], [0.765, 2.719, 0.882], [0.557, 2.460, -0.861], [-2.249, 0.105, -0.492], [1.389, -1.808, -1.121], [-0.153, -1.722, -1.978], [0.083, -2.915, -0.698], [0.732, -0.803, 2.059]],
  "forces_ev_per_a": [[0.1, 0.0, 0.0], [0.1, 0.2, -0.2], [-0.3, -0.1, -0.3], [0.1, 0.0, 0.1], [0.0, 0.0, 0.0], [0.2, -0.2, -0.1], [-0.1, -0.1, 0.3], [-0.1, 0.1, 0.0], [0.0, -0.1, -0.1], [0.0, -0.1, 0.1], [0.1, 0.0, 0.1], [-0.1, 0.0, 0.1], [0.0, 0.0, 0.1], [0.0, 0.1, 0.0], [-0.1, 0.0, -0.1]],
  "total_charge": 0,
  "homo_energy_ev": -9.0118,
  "total_energy_ha": -304.67877,
  "de_lowest_kcal_mol": 98.34,
  "gap_ev": 9.97,
  "e_lumo_ev": 1.0
}

---

Entry 5:
{
  "formula": "C5H8N2",
  "method": "the ωB97M-V functional and the def2-TZVPD basis",
  "symbols": ["C", "C", "C", "N", "C", "C", "N", "H", "H", "H", "H", "H", "H", "H", "H"],
  "xyz": [[-1.872, -1.044, 0.516], [-0.887, -0.325, -0.398], [-0.512, 1.077, -0.186], [0.402, 0.158, 0.415], [1.842, 0.583, 0.265], [2.488, -0.365, -0.637], [2.703, -1.223, -1.378], [-1.887, -0.560, 1.495], [-1.553, -2.081, 0.639], [-2.911, -1.092, 0.141], [-0.960, -0.677, -1.443], [-0.122, 1.549, -1.092], [-1.015, 1.728, 0.515], [1.956, 1.621, -0.113], [2.329, 0.650, 1.262]],
  "forces_ev_per_a": [[0.3, 0.0, 0.1], [0.5, -0.1, 0.2], [-0.3, 0.6, 0.1], [-0.4, 0.5, 0.2], [-0.5, -0.4, -0.3], [-0.1, -0.8, -0.5], [0.3, 0.6, 0.4], [0.0, -0.1, -0.1], [0.0, 0.1, 0.1], [0.6, 0.3, -0.2], [1.0, 0.1, 0.6], [-0.2, 0.3, 0.1], [-0.5, 0.2, -0.1], [-0.4, -0.6, -0.2], [-0.4, -0.6, -0.5]],
  "total_charge": 0,
  "smiles": "C[C@H]1CN1CC#N",
  "homo_energy_ev": -9.2662,
  "total_energy_ha": -304.72547,
  "de_lowest_kcal_mol": 69.04,
  "gap_ev": 10.19,
  "e_lumo_ev": 0.9
}

---

Entry 6:
{
  "formula": "C5H8N2",
  "method": "the ωB97M-V functional and the def2-TZVPD basis",
  "symbols": ["C", "C", "C", "N", "C", "C", "N", "H", "H", "H", "H", "H", "H", "H", "H"],
  "xyz": [[1.530, -0.835, 0.683], [0.113, -1.156, 0.295], [-1.878, -0.068, 0.470], [-0.713, -0.224, -0.210], [-0.275, 0.732, -1.242], [0.408, 1.879, -0.627], [0.965, 2.760, -0.121], [1.583, 0.202, 1.062], [2.215, -0.949, -0.172], [1.845, -1.522, 1.482], [-0.407, -2.055, 0.610], [-2.845, -0.016, -0.030], [-1.792, -0.108, 1.548], [0.403, 0.258, -1.963], [-1.151, 1.104, -1.786]],
  "forces_ev_per_a": [[-0.2, -0.1, -0.2], [0.0, 0.0, 0.2], [-0.3, 0.0, 0.1], [0.0, 0.2, -0.3], [0.0, 0.0, 0.0], [0.7, 1.1, 0.6], [-0.7, -1.1, -0.6], [0.2, -0.4, -0.1], [0.0, 0.1, 0.3], [0.0, 0.2, -0.3], [0.3, 0.2, 0.2], [0.4, 0.2, 0.0], [-0.3, -0.2, -0.2], [-0.1, 0.0, 0.2], [0.1, -0.2, 0.2]],
  "total_charge": 0,
  "homo_energy_ev": [-7.3670, -7.5307],
  "total_energy_ha": -304.70109,
  "de_lowest_kcal_mol": 84.34,
  "gap_ev": [7.85, 8.09],
  "e_lumo_ev": [0.5, 0.6]
}

---

Entry 7:
{
  "formula": "C5H8N2",
  "method": "the ωB97M-V functional and the def2-TZVPD basis",
  "symbols": ["C", "C", "C", "C", "C", "N", "N", "H", "H", "H", "H", "H", "H", "H", "H"],
  "xyz": [[0.573, 1.878, -0.299], [-0.811, 1.428, -0.255], [1.562, 0.950, -0.033], [-1.042, 0.203, 0.077], [-1.822, -0.968, -0.179], [1.343, -0.321, -0.124], [2.309, -1.177, 0.332], [0.662, 3.003, -0.198], [-1.425, 2.242, -0.576], [2.565, 1.207, 0.154], [-1.479, -1.875, 0.454], [-2.923, -0.705, -0.268], [-1.588, -1.349, -1.176], [1.716, -1.884, 0.690], [3.010, -0.765, 0.940]],
  "forces_ev_per_a": [[-1.0, 1.8, 1.2], [2.5, 1.7, -0.4], [-0.1, 0.6, -1.0], [0.1, -1.6, 0.4], [-0.4, -1.8, -0.2], [-1.5, 0.0, -0.4], [-0.2, 0.3, -0.8], [0.6, -1.6, -0.6], [-1.2, 0.0, -0.2], [1.3, 0.9, 0.4], [-1.4, 1.5, -0.4], [1.0, -0.7, 0.7], [0.1, 0.3, -0.3], [0.6, -1.4, 0.9], [-0.3, -0.2, 0.5]],
  "total_charge": 0,
  "homo_energy_ev": [-6.9343, -6.9682],
  "total_energy_ha": -304.62102,
  "de_lowest_kcal_mol": 134.58,
  "gap_ev": [7.57, 6.81],
  "e_lumo_ev": [0.6, -0.2]
}

---

Entry 8:
{
  "formula": "C5H8N2",
  "method": "the ωB97M-V functional and the def2-TZVPD basis",
  "symbols": ["C", "C", "C", "C", "N", "C", "N", "H", "H", "H", "H", "H", "H", "H", "H"],
  "xyz": [[2.356, -0.647, 0.474], [1.094, -0.165, 0.263], [-0.026, -0.756, -0.498], [-1.222, 0.072, -0.240], [-2.526, -0.218, -0.694], [-0.784, 1.192, 0.373], [0.614, 1.125, 0.536], [3.173, 0.058, 0.559], [2.593, -1.653, 0.140], [1.043, -0.197, -1.084], [-0.079, -1.775, -0.869], [-3.222, 0.375, -0.250], [-2.791, -1.184, -0.539], [-1.317, 2.110, 0.596], [1.095, 1.662, 1.233]],
  "forces_ev_per_a": [[0.1, 0.1, 0.1], [0.4, 0.0, 1.1], [0.9, 0.4, -0.9], [0.5, 0.4, -0.1], [0.1, -0.1, 0.1], [0.0, -0.2, -0.1], [0.3, -0.1, 0.2], [0.0, -0.1, 0.3], [-0.1, 0.2, 0.1], [-2.9, -0.6, -1.2], [0.3, 0.1, 0.3], [0.2, -0.1, -0.1], [0.1, 0.1, 0.0], [0.1, -0.2, 0.0], [-0.1, 0.1, 0.1]],
  "total_charge": 0,
  "homo_energy_ev": -6.5260,
  "total_energy_ha": -304.70224,
  "de_lowest_kcal_mol": 83.62,
  "gap_ev": 7.46,
  "e_lumo_ev": 0.9
}